[1]
{
  "formula": "C2H2LiO2Tl",
  "method": "wB97M-V/def2-TZVPD",
  "elements": ["C", "H", "H", "O", "C", "O", "Tl", "Li"],
  "positions_angstrom": [[1.3425, -0.1205, 0.0715], [2.0287, -0.3030, -0.7587], [1.8167, -0.1850, 1.0548], [0.6852, 1.1536, -0.0794], [-0.5814, 0.9441, -0.2391], [-1.4388, 0.1568, -0.4250], [-3.6690, -0.0122, 0.5704], [-0.1839, -1.6338, -0.1944]],
  "lowdin_charge": [-0.237, 0.020, 0.022, -0.048, -0.336, -0.272, 1.140, 0.710],
  "multiplicity": 2,
  "homo_energy_ev": [-11.09, -11.04],
  "charge": 1,
  "e_above_lowest_kj_mol": 419.7,
  "homo_lumo_gap_ev": [5.9, 5.8]
}

---

[2]
{
  "formula": "C2H2N",
  "method": "wB97M-V/def2-TZVPD",
  "elements": ["C", "C", "N", "H", "H"],
  "positions_angstrom": [[-0.1268, -0.0331, -0.6895], [0.5584, 0.0274, 2.0822], [0.2333, 0.0788, 0.8909], [-0.7487, -0.9376, -1.1629], [0.0839, 0.8645, -1.1208]],
  "lowdin_charge": [0.501, 0.225, 0.019, 0.194, 0.062],
  "homo_energy_ev": [-18.36, -18.36],
  "charge": 1,
  "e_above_lowest_kj_mol": 287.6,
  "homo_lumo_gap_ev": [8.1, 8.1]
}